[1]
Here is C23H31N3O3 in the gas phase from OMol25. Energies are from ωB97M-V with the def2-TZVPD basis set.

Positions of all 60 atoms, in Å:
C -1.4207 0.9622 3.1820
C -1.1250 -0.1050 2.1407
O -0.1295 0.3830 1.2315
C -0.4660 0.5382 -0.0480
O -1.5209 0.1980 -0.5170
C 0.6839 1.1749 -0.8293
C 1.2082 2.4287 -0.1042
C 0.2878 3.6152 0.0441
C -1.0932 3.5209 -0.0576
C -1.9059 4.6288 0.1130
C -1.3442 5.8590 0.3950
C 0.0294 5.9636 0.5146
C 0.8548 4.8603 0.3488
C 2.3372 5.0257 0.5099
C 0.2857 1.4861 -2.2784
C 0.0143 0.2140 -3.0804
C 1.1988 -0.7423 -2.9928
N 1.5016 -1.0284 -1.6029
C 1.3593 -2.2860 -1.1302
O 1.0592 -3.2111 -1.8638
C 1.6580 -2.5034 0.3490
C 1.2668 -3.9172 0.7921
N -0.1451 -4.0027 1.0467
N -0.6651 -3.3006 2.0581
C -1.9587 -3.5629 2.0539
C -2.2833 -4.4494 1.0239
C -1.0868 -4.7139 0.3874
C -0.7891 -5.5787 -0.7806
C 1.8469 0.1511 -0.8545
H -2.1645 0.5894 3.8798
H -1.8010 1.8631 2.7046
H -0.5168 1.2154 3.7304
H -0.7253 -1.0155 2.5973
H -2.0223 -0.3591 1.5688
H 1.5295 2.1293 0.8991
H 2.1013 2.7556 -0.6431
H -1.5612 2.5755 -0.2715
H -2.9770 4.5240 0.0252
H -1.9688 6.7299 0.5269
H 0.4724 6.9221 0.7456
H 2.8552 4.8401 -0.4314
H 2.5725 6.0375 0.8299
H 2.7277 4.3298 1.2513
H 1.1046 2.0424 -2.7430
H -0.5995 2.1211 -2.2942
H -0.1698 0.4702 -4.1244
H -0.8736 -0.2786 -2.6858
H 2.0859 -0.2953 -3.4585
H 0.9750 -1.6891 -3.4853
H 2.7282 -2.3549 0.5099
H 1.1041 -1.7937 0.9627
H 1.7975 -4.1642 1.7172
H 1.5286 -4.6344 0.0133
H -2.6049 -3.1138 2.7828
H -3.2494 -4.8393 0.7764
H -0.2606 -5.0084 -1.5435
H -1.7180 -5.9565 -1.1986
H -0.1687 -6.4272 -0.4891
H 2.7062 0.6242 -1.3499
H 2.1371 -0.1000 0.1635

Its SMILES is CCOC(=O)[C@]1(Cc2ccccc2C)CCCN(C(=O)CCn2nccc2C)C1. As for the LUMO energy: 0.658 eV. Its HOMO energy is -8.7 eV. The calculation puts the energy above the lowest of the compared OMol25 structures with the same formula, charge and spin at 151.3 kJ/mol. The orbital gap is 9.39 eV.



[2]
Here is a molecular structure, C5H12N3O8S2 from OMol25. Energies are from ωB97M-V with the def2-TZVPD basis set.

Positions of all 30 atoms, in Å:
O -4.1372 -0.1421 -0.1357
N -4.7043 -1.1116 -0.3740
O -4.0351 -2.2801 0.1946
S -3.2014 -3.1739 -0.9206
O -2.9910 -2.3239 -2.0568
O -4.0246 -4.2814 -1.1829
N -1.8848 -3.6683 -0.2204
S -0.8352 -2.5315 0.3038
O 0.1906 -3.2468 0.9876
O -1.4036 -1.4719 1.0723
C -0.0576 -1.8398 -1.1524
C -0.6392 -0.4985 -1.5576
O -0.5761 -0.3469 -2.9831
H -0.1742 -2.5509 -1.9516
H 0.9759 -1.7040 -0.8839
H -1.6705 -0.4132 -1.2713
H -0.0742 0.3159 -1.1445
H -1.3432 -0.8364 -3.3307
C 3.2595 1.5027 2.0768
C 2.1320 1.6934 1.0869
O 1.5199 0.7568 0.6215
N 1.8189 2.9747 0.7311
C 2.4316 4.2077 1.1802
H 3.3801 0.4396 2.2546
H 4.1939 1.9029 1.6803
H 3.0292 1.9932 3.0234
H 1.0589 3.0316 0.0719
H 1.6869 4.8410 1.6671
H 2.8436 4.7539 0.3287
H 3.2312 4.0076 1.8845

Its net charge is -1. As for the LUMO energy: 2.442 eV. Its HOMO energy is -6.0 eV. The orbital gap is 8.48 eV.



[3]
Here is C7H9N in the gas phase from OMol25. Energies are from ωB97M-V with the def2-TZVPD basis set.

Positions of all 17 atoms, in Å:
C 2.2924 -0.2698 0.0155
C 0.9385 -0.0398 0.0159
C -0.1415 -0.0322 1.0989
C -1.0798 -1.0547 0.6426
C -0.9186 -1.2290 -0.7010
C -0.0249 -0.0970 -1.1864
N -0.5700 1.1988 -0.9506
C -0.6035 1.3534 0.5697
H 2.6946 -0.1484 -1.0238
H 2.9814 -0.5226 0.8455
H 0.1614 -0.2328 2.1812
H -1.8044 -1.7184 1.2162
H -1.5968 -1.8532 -1.2707
H 0.5955 -0.2034 -2.1152
H -1.4851 1.2390 -1.2524
H 0.1921 2.0564 0.9120
H -1.6314 1.5539 1.0026

Its SMILES is C=C1[C@@H]2C=C[C@H]1NC2. As for the LUMO energy: 1.062 eV. Its HOMO energy is -8.9 eV. The calculation puts the energy above the lowest of the compared OMol25 structures with the same formula, charge and spin at 322.4 kJ/mol. The orbital gap is 10.00 eV.



[4]
Here is C16H18N2O3S2 in the gas phase from OMol25. Energies are from ωB97M-V with the def2-TZVPD basis set.

Positions of all 41 atoms, in Å:
O 2.7022 3.1883 0.8562
C 3.1105 2.1095 1.2097
C 4.5789 1.8821 1.5949
C 5.0866 0.5256 1.2578
C 5.2236 -0.5538 2.0798
C 5.6916 -1.7067 1.4087
C 5.8939 -1.4901 0.0857
S 5.5223 0.1253 -0.3737
N 2.3523 0.9849 1.3439
C 0.9917 0.8082 1.1016
C 0.4719 -0.4807 1.2509
C -0.8692 -0.7183 1.0294
C -1.6938 0.3290 0.6634
S -3.4147 -0.0243 0.3431
O -4.1326 1.2174 0.2344
O -3.8798 -0.9975 1.2886
N -3.2605 -0.7941 -1.1473
C -3.2243 0.1237 -2.2812
C -4.3397 -0.3204 -3.2420
C -5.2533 -1.1660 -2.3554
C -4.2436 -1.8309 -1.4231
C -1.1941 1.6075 0.5139
C 0.1493 1.8555 0.7314
H 5.1607 2.6567 1.0923
H 4.6561 2.0478 2.6734
H 5.0160 -0.5245 3.1356
H 5.8700 -2.6487 1.8948
H 6.2443 -2.1786 -0.6569
H 2.8477 0.1475 1.6290
H 1.1266 -1.2902 1.5414
H -1.2972 -1.7007 1.1454
H -3.3994 1.1359 -1.9110
H -2.2364 0.0836 -2.7484
H -3.9236 -0.9352 -4.0411
H -4.8526 0.5296 -3.6861
H -5.8464 -1.8841 -2.9176
H -5.9165 -0.5237 -1.7751
H -4.6638 -2.1765 -0.4808
H -3.7374 -2.6632 -1.9241
H -1.8692 2.4023 0.2397
H 0.5519 2.8481 0.6187

Its SMILES is O=C(Cc1cccs1)Nc1ccc(S(=O)(=O)N2CCCC2)cc1. As for the LUMO energy: 0.501 eV. Its HOMO energy is -8.8 eV. The calculation puts the energy above the lowest of the compared OMol25 structures with the same formula, charge and spin at 104.3 kJ/mol. The orbital gap is 9.31 eV.



[5]
Here is 2 unconnected molecules or ions with the total composition C18H17O4S from OMol25. Energies are from ωB97M-V with the def2-TZVPD basis set.

Positions of all 40 atoms, in Å:
C 2.4555 1.6717 0.1439
C 3.1984 0.5985 -0.6596
O 2.9927 -0.6632 -0.0308
C 2.3001 -0.4755 1.1432
O 1.9123 -1.3325 1.9097
C 2.0570 0.9672 1.3884
C 1.6246 1.4784 2.5289
H 3.0752 2.5501 0.3513
H 1.5623 2.0169 -0.3842
H 2.8427 0.5162 -1.6948
H 4.2807 0.7783 -0.6917
H 1.4085 0.8328 3.3540
H 1.4582 2.5286 2.6536
C -1.9829 -1.9233 6.4911
C -3.1907 -1.7478 5.8438
C -3.3082 -0.7899 4.8554
C -2.2219 -0.0138 4.5282
S -2.3769 1.2245 3.2516
C -1.9381 0.2936 1.7853
C -1.9865 0.9283 0.5752
C -1.5993 0.2700 -0.6261
C -1.6949 0.9115 -1.8306
C -2.1614 2.2174 -1.8956
C -2.5181 2.8970 -0.7402
C -2.4297 2.2780 0.4736
O -3.8227 1.6472 3.1168
O -1.2394 2.2085 3.4179
C -1.0226 -0.1715 5.1828
C -0.9001 -1.1286 6.1708
H -1.8887 -2.6729 7.2589
H -4.0425 -2.3518 6.1107
H -4.2443 -0.6216 4.3462
H -1.6217 -0.7240 1.8720
H -1.2286 -0.7385 -0.5689
H -1.4063 0.3989 -2.7331
H -2.2513 2.7057 -2.8513
H -2.8751 3.9126 -0.8003
H -2.7111 2.7968 1.3760
H -0.1973 0.4738 4.9295
H 0.0368 -1.2500 6.6905

Its net charge is -1. As for the LUMO energy: 3.012 eV. Its HOMO energy is -2.3 eV. The orbital gap is 5.32 eV.



[6]
Here is a molecular structure, CdH8O4 from OMol25. Energies are from ωB97M-V with the def2-TZVPD basis set.

Positions of all 13 atoms, in Å:
Cd 24.9689 -9.4597 -14.5454
O 26.4353 -10.0098 -13.2118
H 27.3849 -9.9275 -13.1239
H 26.1573 -10.4513 -12.4093
O 25.2554 -7.5449 -13.8116
H 25.4346 -7.2775 -12.9102
H 25.1373 -6.7225 -14.2869
O 24.7565 -11.4350 -15.1246
H 24.4294 -11.7160 -15.9792
H 24.9649 -12.2498 -14.6676
O 23.2523 -9.0988 -15.6067
H 23.0309 -8.2729 -16.0368
H 22.4914 -9.6596 -15.7579

Its net charge is +2. As for the LUMO energy: -8.419 eV. Its HOMO energy is -21.8 eV. The orbital gap is 13.40 eV.



[7]
Here is a molecular structure, C27H24BF4NO6PW from OMol25. Energies are from ωB97M-V with the def2-TZVPD basis set.

Positions of all 65 atoms, in Å:
W -1.1246 1.1922 -0.2864
O -4.2407 -0.1454 1.2955
C -3.0934 0.1177 1.4617
O -2.1324 -0.2306 0.5409
C -2.5291 0.8451 2.6722
C -1.0327 0.5740 2.8207
C -0.4807 1.1357 4.1248
C -0.4248 2.6564 3.8376
C -1.0477 2.7361 2.4553
O -0.5039 1.5168 1.8203
C -2.5545 2.4082 2.4984
C -3.2029 2.9219 1.2154
O -4.0203 3.7940 1.2037
O -2.7244 2.3449 0.1114
H -3.1086 0.5348 3.5390
H -0.7104 -0.4308 2.5629
H -1.1314 0.8820 4.9601
H 0.5074 0.7306 4.3317
H -0.9793 3.2554 4.5567
H 0.6014 3.0166 3.8098
H -0.7731 3.5930 1.8478
H -3.0445 2.8966 3.3363
O -2.0411 2.4095 -2.5842
N -1.6026 1.1078 -2.2939
C -1.3385 0.4183 -3.3399
C -0.7065 -0.8863 -3.3877
C -0.8925 -1.5533 -4.6032
C -0.4152 -2.8361 -4.7985
C 0.2604 -3.4674 -3.7693
C 0.4787 -2.8048 -2.5677
C 0.0282 -1.5075 -2.3560
P 0.4842 -0.6952 -0.7792
C 2.2580 -0.3344 -0.8304
C 2.6830 0.9209 -0.4065
C 4.0369 1.2283 -0.3812
C 4.9681 0.2844 -0.7799
C 4.5497 -0.9740 -1.1991
C 3.2024 -1.2848 -1.2232
C 0.3151 -2.0237 0.4468
C 1.2580 -2.1395 1.4665
C 1.0790 -3.0785 2.4742
C -0.0372 -3.9014 2.4663
C -0.9786 -3.7891 1.4496
C -0.8078 -2.8517 0.4450
H -2.9779 2.4480 -2.3226
H -1.6445 0.8661 -4.2809
H -1.4371 -1.0575 -5.3970
H -0.5782 -3.3385 -5.7416
H 0.6270 -4.4774 -3.8954
H 0.9927 -3.3277 -1.7720
H 1.9641 1.6692 -0.0976
H 4.3548 2.2111 -0.0607
H 6.0227 0.5252 -0.7685
H 5.2769 -1.7132 -1.5074
H 2.8977 -2.2708 -1.5442
H 2.1356 -1.5050 1.4745
H 1.8182 -3.1703 3.2587
H -0.1729 -4.6365 3.2485
H -1.8494 -4.4309 1.4416
H -1.5548 -2.7607 -0.3331
F 0.0473 2.7300 -0.4059
B 1.2421 3.4159 -2.3313
F 1.1363 2.1604 -2.7661
F 2.3061 3.7683 -1.6411
F 0.3621 4.3073 -2.7224

Its net charge is +1. As for the LUMO energy (alpha / beta): -4.509 / -4.514 eV. As for the multiplicity: 3. Its HOMO energy (alpha / beta) is -11.1 / -12.3 eV. The orbital gap (alpha / beta) is 6.63 / 7.77 eV.



Which E_tot belongs to each record? In order, -1285.0644; -1760.2458; -326.7682; -1752.1115; -1395.2278; -472.8524; -2382.2849 a.u..